ORCA calculation (ωB97M-V with the def2-TZVPD basis set) on a single C6H7I molecule at a distorted geometry.

Structure (XYZ):
```
14
Properties=species:S:1:pos:R:3:nbo_charge:R:1
C 1.517 0.942 0.183 -0.0225
C 2.258 1.489 0.980 -0.2376
C 0.627 0.054 -0.620 -0.4764
C -0.833 0.494 -0.360 -0.4846
C -1.825 -0.526 0.084 -0.1122
C -1.693 -1.809 0.309 -0.4370
I -3.771 0.225 0.065 0.1276
H 1.015 0.006 -1.705 0.2445
H 0.777 -0.977 -0.244 0.2381
H -0.609 1.224 0.452 0.2540
H -1.325 1.084 -1.183 0.2361
H -2.498 -2.284 0.837 0.2219
H -0.702 -2.387 0.082 0.2121
H 2.864 2.030 1.655 0.2359
```

Output
Multiplicity ... 1
SMILES ... C#CCCC(=C)I
E ... -14432.7911 eV
Relative energy (zero: lowest compared OMol25 entry of this formula, charge and spin) ... 44.31 kcal per mole
HOMO-LUMO gap ... 9.695 eV
HOMO level ... -0.3353 Ha
Charge ... 0